{
  "formula": "C25H57F3N11O9S",
  "method": "ωB97M-V with the def2-TZVPD basis set",
  "elements": ["C", "C", "O", "O", "C", "C", "C", "C", "C", "C", "C", "C", "C", "C", "C", "C", "C", "C", "C", "C", "C", "N", "S", "O", "O", "C", "F", "F", "F", "H", "H", "H", "H", "H", "H", "H", "H", "H", "H", "H", "H", "H", "H", "H", "H", "H", "H", "H", "H", "H", "H", "H", "H", "H", "H", "H", "H", "H", "H", "H", "H", "H", "H", "H", "H", "H", "C", "O", "N", "N", "H", "H", "H", "H", "C", "O", "N", "N", "H", "H", "H", "H", "C", "O", "N", "N", "H", "H", "H", "H", "C", "O", "N", "N", "H", "H", "H", "H", "C", "O", "N", "N", "H", "H", "H", "H"],
  "positions_angstrom": [[-0.46753, 2.92625, 5.04795], [-1.46556, 2.25385, 4.00691], [-1.06693, 1.23126, 3.38716], [-2.78966, 2.69962, 3.75435], [-2.81911, 4.07022, 3.25956], [-2.91260, 4.19244, 1.66710], [-1.52451, 4.78456, 1.06354], [-0.45799, 3.58864, 1.12984], [0.38702, 3.36199, -0.22452], [1.30136, 2.04232, 0.06799], [1.39457, 1.09915, -1.24905], [0.16623, 0.08978, -1.39045], [0.26851, -1.22770, -0.49480], [-0.65771, -1.29997, 0.84395], [0.31914, -1.95631, 1.99029], [1.71916, -1.52324, 1.35730], [3.09338, -1.80712, 2.12046], [4.08023, -0.56372, 1.78840], [4.43179, 0.34211, 3.05689], [4.97211, 1.76248, 2.49219], [3.18947, 0.67934, 4.01482], [1.61804, -1.78245, -0.12835], [1.91525, -3.40153, -0.73599], [1.73144, -3.34366, -2.23357], [3.31462, -3.88271, -0.50326], [0.72994, -4.69407, -0.10535], [-0.61154, -4.32110, -0.10834], [1.14401, -5.22706, 1.13845], [0.82862, -5.77802, -1.00453], [-0.81458, 2.87409, 6.12821], [-0.31297, 4.02620, 4.79840], [0.56160, 2.41986, 5.01792], [-3.75603, 4.56555, 3.70501], [-1.93735, 4.71244, 3.59736], [-3.23660, 3.24024, 1.13729], [-3.71196, 4.98512, 1.42823], [-1.68596, 5.17801, -0.00010], [-1.16089, 5.61248, 1.76786], [-1.05457, 2.61391, 1.26982], [0.25145, 3.65275, 2.02188], [-0.26564, 3.12474, -1.12645], [1.09944, 4.23727, -0.38781], [2.34610, 2.40029, 0.39282], [0.81675, 1.51652, 0.95358], [1.30721, 1.83271, -2.13203], [2.42660, 0.61512, -1.36671], [-0.04707, -0.14878, -2.48398], [-0.76302, 0.65929, -1.01558], [-0.21114, -2.01491, -1.18695], [-1.57699, -1.97366, 0.78406], [-0.91948, -0.28617, 1.31454], [0.13416, -1.56463, 3.05425], [0.19347, -3.07944, 2.11887], [1.64824, -0.37312, 1.41377], [2.87098, -1.90862, 3.23721], [3.62960, -2.75857, 1.80962], [5.05150, -1.01700, 1.37280], [3.68214, 0.11962, 0.96224], [5.28228, -0.10714, 3.67104], [4.07923, 2.40580, 2.18420], [5.64059, 1.64608, 1.57229], [5.57017, 2.28633, 3.30980], [2.18156, 0.34404, 3.57417], [3.19545, 1.80505, 4.20384], [3.33508, 0.15989, 5.03128], [2.47738, -1.28594, -0.47539], [-3.83782, 0.37405, -2.39431], [-3.90794, 1.52695, -1.99804], [-3.13372, 0.01889, -3.49600], [-4.45910, -0.65347, -1.76153], [-3.06278, -0.92351, -3.83410], [-2.65736, 0.75344, -3.99334], [-4.99263, -0.42957, -0.93737], [-4.41535, -1.60774, -2.06887], [-5.77891, 5.42823, -1.52489], [-5.75809, 5.83064, -0.37135], [-6.51363, 6.02498, -2.49820], [-5.06772, 4.34804, -1.92570], [-6.54319, 5.70827, -3.44964], [-7.05535, 6.83113, -2.23479], [-4.51257, 3.88085, -1.22833], [-5.06681, 3.99372, -2.86418], [0.79777, -5.62135, 5.42299], [1.01303, -5.48176, 6.61396], [1.54386, -5.00410, 4.46726], [-0.20396, -6.40352, 4.94611], [1.38444, -5.10441, 3.48161], [2.29655, -4.41564, 4.78326], [-0.77805, -6.87717, 5.62399], [-0.39734, -6.53173, 3.96998], [0.27358, -4.44200, -5.89169], [-0.35830, -4.19341, -6.90504], [-0.30618, -4.52562, -4.67011], [1.61589, -4.65464, -5.89679], [0.19645, -4.72677, -3.82471], [-1.29936, -4.37234, -4.62350], [2.08626, -4.59973, -6.78541], [2.15271, -4.86098, -5.07367], [0.92309, -0.51228, -6.34195], [0.56390, -0.45980, -5.16868], [1.00866, 0.58959, -7.12921], [1.26390, -1.67329, -6.95036], [1.29925, 0.56903, -8.08944], [0.76314, 1.47179, -6.71240], [1.21213, -2.51326, -6.39676], [1.55934, -1.73797, -7.90716]],
  "atomic_forces_ev_per_a": [[0.0552, 0.5160, -0.0544], [0.8534, -2.8493, -1.4898], [-1.4039, 3.0872, 2.0695], [3.1314, 0.3830, 0.4432], [-1.1770, 1.6149, -0.5145], [0.1315, 1.6823, -0.3440], [-0.1955, -1.1625, 0.8769], [-0.4729, -0.4633, -1.2534], [0.7631, -0.9451, 1.5569], [0.1252, 0.4244, -0.5279], [-0.3266, 1.0581, -0.0597], [0.3082, 1.0656, 0.4693], [-4.1078, -0.8405, -1.6017], [1.1320, -0.3045, 2.1741], [0.0565, -0.1733, -0.9520], [-0.4555, 1.0698, 3.8263], [0.3147, 0.2269, -0.8408], [0.8271, -0.7553, 0.5906], [0.1879, 1.3197, -0.5766], [0.0511, -0.4335, 0.0388], [0.4053, -0.4126, 0.3293], [0.8338, 0.7098, 1.3635], [5.5563, -2.6015, -6.8674], [-1.2241, 0.5216, 4.5744], [-4.0971, 1.7269, 1.4948], [-2.1590, -4.0123, 0.8580], [3.2246, -0.4537, 0.4020], [-1.1974, 1.8979, -2.8521], [0.1042, 3.0700, 1.9331], [0.0108, 0.0149, -1.4715], [-0.2689, -1.3795, 0.3518], [-1.7631, 0.5488, -0.3099], [1.3916, -0.9767, -0.5522], [-1.0367, -1.1567, -0.2133], [0.5584, 1.0272, 0.8581], [0.9674, -1.2642, 0.4362], [0.3381, -0.5560, 1.5741], [-0.6613, -0.8523, -1.2911], [0.9152, 1.3900, -0.1338], [-0.8296, 0.0918, -1.1880], [0.6444, 0.7052, 1.2001], [-1.1751, -1.0732, -0.1845], [-1.4982, -0.7030, -0.4890], [0.6695, 0.3809, -1.0670], [0.3023, -1.2757, 1.1628], [-1.3320, 0.4148, 0.1721], [0.6164, -0.0117, 1.4435], [1.2995, -0.9687, -0.4363], [0.9675, 1.0160, 0.9819], [1.2321, 1.2488, -0.5116], [0.1886, -1.2732, -1.2624], [0.4970, -0.0773, -1.8250], [0.2636, 1.2397, -0.4839], [0.0517, -1.6273, -0.5014], [0.1646, 0.3640, -1.6159], [-0.9635, 1.0040, 0.2885], [-1.3146, 0.8396, 0.6208], [0.1868, -0.8774, 1.0348], [-1.2532, 0.3179, -0.9194], [1.1962, -0.7965, 0.4637], [-0.7937, 0.0491, 1.2914], [-0.8877, -0.5507, -1.1492], [1.4055, 0.6818, 0.6696], [-0.2820, -1.5751, -0.2185], [-0.4276, 0.7494, -1.5253], [-0.8024, -0.0624, -0.5419], [-0.0611, 0.1395, -0.0059], [0.1130, 0.1110, 0.0644], [0.4778, 0.1256, -0.4281], [-0.2650, -0.3126, 0.6270], [-0.0208, 0.0896, -0.0475], [-0.0398, -0.1762, 0.0010], [0.0266, -0.0387, -0.1564], [-0.0658, 0.0958, -0.0537], [0.0848, -0.0001, 0.2853], [0.0055, 0.0765, 0.0399], [-0.4473, 0.5091, -0.2443], [0.4327, -0.3394, 0.0550], [0.0171, -0.0044, 0.0879], [0.0808, -0.1364, -0.0543], [-0.1225, -0.1170, -0.2245], [0.0063, -0.0700, 0.1142], [-0.0695, -0.1043, 0.7991], [0.0059, 0.0455, -0.3195], [0.5346, 0.6410, -0.5199], [-0.5350, -0.3536, -0.0693], [0.0391, -0.0995, 0.1430], [-0.0900, -0.1656, -0.0088], [0.0964, 0.0617, -0.1062], [0.0402, -0.0258, 0.0842], [-0.5137, -0.3671, -0.3741], [0.1638, -0.0311, 0.1536], [-0.5642, 0.0064, 0.6561], [0.7000, 0.0897, -0.2428], [0.0377, 0.0570, -0.0984], [0.1610, -0.0605, -0.0611], [-0.0509, -0.1810, 0.1324], [-0.0468, 0.0229, -0.0397], [0.0718, -0.2761, -0.1126], [-0.0705, 0.0768, 0.1498], [-0.0894, 0.6824, 0.0257], [0.2279, -0.1309, 0.3219], [-0.0317, -0.0387, 0.0666], [0.0497, -0.1263, -0.1164], [0.0225, 0.3046, -0.2840], [-0.1333, 0.0275, 0.0357]],
  "lumo_energy_ev": -4.3182,
  "charge": 1,
  "energy_ha": -2963.75703,
  "molar_mass_g_mol": 744.86,
  "e_homo_ha": -0.408
}